# 1
This record from OMol25 describes a molecular structure, C19H25FeN2S at a distorted geometry. The level of theory is wB97M-V/def2-TZVPD.

Geometry (Å):
C: -2.1283 -2.7634 1.5530
C: -2.0447 -1.3733 1.0157
N: -0.6358 -0.8838 0.7071
C: 0.3696 -1.8932 0.6314
N: 0.0868 -3.2063 0.7999
C: -1.2826 -3.6696 0.6920
C: 1.1249 -4.2084 0.5098
C: 2.2957 -3.9180 1.3812
C: 3.0042 -2.6537 0.9105
S: 1.8937 -1.3550 0.1280
H: -1.7813 -2.8175 2.5985
H: -3.1623 -3.1313 1.5426
H: -2.5596 -1.3084 0.0653
H: -2.4338 -0.6194 1.7192
H: -1.2734 -4.7381 1.0313
H: -1.5691 -3.6118 -0.3631
H: 0.6672 -5.1665 0.7000
H: 1.3912 -4.1232 -0.5480
H: 1.9855 -3.7917 2.4343
H: 2.9849 -4.7892 1.3308
H: 3.5028 -2.1298 1.7361
H: 3.7438 -2.9266 0.1325
C: 1.2158 0.5393 1.1779
C: -0.2880 0.5341 1.1006
C: -0.8639 1.4800 0.0188
C: -1.3926 2.8024 0.4509
C: -2.1595 3.3500 -0.6515
C: -2.0823 2.3966 -1.7528
C: -1.2640 1.2733 -1.3628
Fe: -0.3053 3.0169 -1.1980
C: 1.5997 2.8550 -1.5600
C: 1.2999 4.0736 -0.7953
C: 0.3771 4.8657 -1.5452
C: 0.0705 4.1545 -2.7803
C: 0.8409 2.9040 -2.8023
H: 1.6235 0.2269 2.1697
H: -0.6753 -0.5325 -0.3432
H: 1.7338 1.3525 0.5956
H: -0.8122 0.5041 2.0190
H: -1.2892 3.1346 1.4771
H: -2.7156 4.2555 -0.6236
H: -2.5622 2.4520 -2.7181
H: -1.0169 0.3579 -1.9332
H: 2.3262 2.1060 -1.2963
H: 1.7917 4.3783 0.1305
H: 0.0322 5.8775 -1.2984
H: -0.5190 4.5310 -3.5782
H: 0.8553 2.1892 -3.6091

## Properties
- Kohn-Sham gap (spin up / spin down) (eV) = 2.36 / 6.30
- E_HOMO (spin up / spin down) (eV) = 0.29 / -3.96
- net charge = -1
- 2S+1 = 5
- relative energy (zero: lowest compared OMol25 entry of this formula, charge and spin) (kJ/mol) = 353.9
- <S²> = 6.031

***

# 2
This record from OMol25 describes a molecular structure, C19H25MnN3SSi at a distorted geometry. The level of theory is wB97M-V/def2-TZVPD.

Geometry (Å):
C: -0.5343 -1.3559 4.4704
C: -1.0437 -1.8699 3.2280
C: 0.0824 -2.1354 2.3576
H: -2.0858 -2.1025 3.0337
C: 1.2816 -1.7317 3.0528
C: 0.8896 -1.1940 4.3401
H: 1.5612 -0.9299 5.1523
H: -1.0950 -1.2424 5.3911
H: 0.0436 -2.6062 1.3807
H: 2.3053 -1.8751 2.7251
Mn: -0.0131 -0.0606 2.7847
C: 0.3737 0.3875 0.8712
H: 1.3146 -0.0634 0.5207
H: 0.4090 1.4952 0.8389
H: -0.4834 0.0028 0.2902
Si: 0.4182 1.1884 -2.7651
C: -1.3298 1.1747 -3.3929
C: -2.1036 0.0523 -3.0619
H: -1.6489 -0.7845 -2.5232
C: -3.4605 0.0019 -3.3990
H: -4.0514 -0.8625 -3.1063
C: -4.0494 1.0626 -4.0972
H: -5.1121 1.0265 -4.3427
C: -3.2723 2.1620 -4.4726
H: -3.7345 2.9853 -5.0224
C: -1.9146 2.2208 -4.1370
H: -1.3051 3.0764 -4.4359
C: 1.2772 -0.3428 -3.3869
C: 0.9574 -1.0268 -4.5759
H: 0.2127 -0.6220 -5.2677
C: 1.5839 -2.2450 -4.8762
H: 1.2970 -2.7991 -5.7701
C: 2.5722 -2.7566 -4.0274
H: 3.0488 -3.7130 -4.2505
C: 2.9555 -2.0319 -2.8957
H: 3.7369 -2.4136 -2.2378
C: 2.3402 -0.8140 -2.5954
H: 2.6671 -0.2229 -1.7363
H: 0.5323 1.4798 -1.3064
H: 1.1441 2.3297 -3.3713
N: 1.4687 1.2793 3.6737
N: 1.0636 1.6226 5.0109
C: -0.2642 1.6956 5.2124
N: -0.6720 2.0245 6.4615
S: -1.3468 1.3644 3.9234
H: 2.4023 0.8531 3.7124
H: 1.5807 2.1381 3.1221
H: 1.6957 2.1947 5.5808
H: -1.6571 1.9787 6.6745
H: -0.0382 2.0048 7.2446

## Properties
- Kohn-Sham gap (spin up / spin down) (eV) = 7.54 / 7.41
- E_HOMO (spin up / spin down) (eV) = -10.84 / -10.86
- net charge = +1
- 2S+1 = 5
- relative energy (zero: lowest compared OMol25 entry of this formula, charge and spin) (kJ/mol) = 0.0
- <S²> = 6.130

***

# 3
This record from OMol25 describes 2 unconnected molecules or ions with the total composition C19H25N2O2 at a distorted geometry. The level of theory is wB97M-V/def2-TZVPD.

Geometry (Å):
C: 5.6151 2.4930 -1.4428
O: 5.3002 1.0908 -1.2402
C: 4.0000 0.7026 -1.2315
C: 3.7617 -0.6336 -0.8074
C: 2.4767 -1.0722 -0.6388
C: 1.3690 -0.2058 -0.9148
C: 0.0548 -0.5927 -0.5617
C: -1.1206 0.1703 -0.8763
C: -2.3095 -0.4864 -1.3430
C: -3.5034 0.2131 -1.4145
C: -3.5204 1.5961 -1.0908
O: -4.7460 2.1816 -1.1655
C: -5.7012 1.1111 -1.5459
C: -4.9202 -0.1925 -1.7168
C: -2.3563 2.2875 -0.7265
C: -1.1883 1.5739 -0.6047
C: 1.6401 1.0494 -1.5293
C: 2.9253 1.5266 -1.6551
H: 6.6937 2.4985 -1.2885
H: 5.3674 2.8260 -2.4632
H: 5.1136 3.1462 -0.7091
H: 4.6175 -1.2897 -0.6496
H: 2.2679 -2.0794 -0.2689
H: -0.0718 -1.6336 -0.2523
H: -2.3033 -1.5597 -1.5708
H: -6.4372 1.0351 -0.7425
H: -6.1871 1.4254 -2.4726
H: -5.0444 -0.5851 -2.7340
H: -5.2695 -0.9607 -1.0129
H: -2.4115 3.3597 -0.5598
H: -0.3028 2.0738 -0.2140
H: 0.8198 1.6669 -1.8743
H: 3.1241 2.4993 -2.1121
C: -1.7005 -1.2913 1.9249
N: -0.3511 -0.7399 2.2517
N: 0.7096 -1.5651 2.5529
C: 1.5870 -1.1713 3.6439
C: 0.7333 -2.9695 2.2593
H: -2.3192 -1.5955 2.8030
H: -2.2265 -0.4538 1.4378
H: -1.6104 -2.1149 1.2169
H: -0.4401 -0.0380 2.9914
H: 2.6144 -1.4593 3.3818
H: 1.5537 -0.0934 3.8290
H: 1.3363 -1.7108 4.5757
H: 1.7799 -3.2051 1.9993
H: 0.4879 -3.5865 3.1480
H: 0.0927 -3.2415 1.4146

## Properties
- Kohn-Sham gap (eV) = 4.89
- E_HOMO (eV) = -9.60
- net charge = +1
- 2S+1 = 1
- relative energy (zero: lowest compared OMol25 entry of this formula, charge and spin) (kJ/mol) = 411.5

***

# 4
This record from OMol25 describes C19H25N3O2S in the gas phase at a distorted geometry. The level of theory is wB97M-V/def2-TZVPD.

Geometry (Å):
C: -2.2587 -2.8440 0.1289
C: -3.0437 -1.5923 0.2648
O: -4.3697 -1.6177 -0.0401
C: -4.8067 -0.3591 0.1951
C: -6.1780 -0.0217 -0.0194
C: -7.1917 -0.8350 -0.4559
C: -8.4221 -0.1603 -0.5485
C: -8.3280 1.1472 -0.1841
S: -6.7334 1.5884 0.2818
N: -3.8694 0.4366 0.6195
C: -2.7345 -0.3215 0.6710
C: -1.4314 0.2532 1.1128
N: -0.7867 0.9769 0.0269
C: 0.2635 1.8722 0.4594
C: 1.5536 1.1522 0.8745
C: 2.0654 0.2872 -0.2854
C: 3.2551 -0.5261 0.2106
O: 3.1162 -1.6026 0.7659
N: 4.4763 0.0195 0.0479
C: 4.8231 1.2619 -0.6150
C: 6.3153 1.4313 -0.3272
C: 6.8088 -0.0106 -0.2322
C: 5.6612 -0.6983 0.4963
C: 0.9477 -0.6526 -0.7428
C: -0.3244 0.1409 -1.0625
H: -2.7754 -3.6634 0.6266
H: -1.2763 -2.7161 0.5728
H: -2.1386 -3.1110 -0.9212
H: -7.0457 -1.8724 -0.6963
H: -9.3356 -0.6264 -0.8713
H: -9.1064 1.8836 -0.1610
H: -0.8083 -0.5542 1.5304
H: -1.6423 0.9774 1.9028
H: 0.4822 2.5422 -0.3797
H: -0.1118 2.4787 1.2866
H: 1.3590 0.5096 1.7355
H: 2.3066 1.8866 1.1683
H: 2.3577 0.9317 -1.1192
H: 4.6479 1.1797 -1.6957
H: 4.2360 2.0987 -0.2298
H: 6.4553 1.9351 0.6298
H: 6.8203 2.0053 -1.1012
H: 6.9293 -0.4324 -1.2307
H: 7.7517 -0.1000 0.3022
H: 5.7612 -0.6005 1.5834
H: 5.5577 -1.7590 0.2606
H: 0.7619 -1.3781 0.0499
H: 1.2666 -1.2063 -1.6279
H: -0.1294 0.8034 -1.9134
H: -1.1310 -0.5380 -1.3439

## Properties
- Kohn-Sham gap (eV) = 8.49
- E_HOMO (eV) = -7.84
- 2S+1 = 1
- relative energy (zero: lowest compared OMol25 entry of this formula, charge and spin) (kJ/mol) = 126.2
- SMILES = Cc1oc(-c2cccs2)nc1CN1CCC(C(=O)N2CCCC2)CC1